# 1
Below is a 2-piece molecular cluster, C2F2N2O2 overall, with properties calculated with ωB97M-V with the def2-TZVPD basis set.

Element x y z (Å)
N 1.833 -0.555 -0.625
C 0.837 -0.022 -0.793
N -0.272 0.468 -1.297
F -0.346 1.736 -1.456
F -1.464 0.100 -0.739
O -0.086 -1.685 1.270
C -0.243 -0.564 1.613
O -0.257 0.522 2.025

The value obtained for the HOMO energy is -11.2 eV. The orbital gap is 11.45 eV. The spin multiplicity is 1. The relative energy (zero: lowest compared OMol25 entry of this formula, charge and spin) comes out at 55.29 kcal/mol.

---

# 2
Below is C34H69F3MgN5O10S4 as an isolated structure, with properties calculated with ωB97M-V with the def2-TZVPD basis set.

Element x y z (Å)
Mg 2.449 0.167 1.944
C 0.366 -1.116 0.862
O 0.871 0.154 0.471
O 1.289 -1.457 1.811
C -1.128 -1.089 1.299
F -1.434 -2.160 2.033
F -1.449 0.010 2.006
F -1.915 -1.085 0.222
C 0.258 0.729 -0.699
C 1.156 1.881 -1.153
H 2.207 1.623 -1.284
H 0.846 2.289 -2.120
H 1.130 2.726 -0.463
H -0.686 1.217 -0.445
H 0.085 0.100 -1.573
H 0.397 -1.829 0.024
C 3.662 5.675 -1.083
C 2.642 5.235 -2.041
N 1.879 4.839 -2.796
H 4.582 5.144 -1.330
H 3.422 5.413 -0.056
H 3.799 6.750 -1.177
C 0.429 -3.870 3.793
C 0.424 -4.774 4.957
N 0.397 -5.438 5.891
H 0.986 -2.975 4.038
H -0.604 -3.657 3.537
H 0.865 -4.361 2.926
C -1.950 3.462 -1.969
C -3.065 4.286 -1.513
N -3.961 4.928 -1.196
H -1.932 3.538 -3.057
H -2.112 2.414 -1.712
H -0.978 3.734 -1.564
C -3.887 1.647 3.200
C -3.186 2.528 2.246
N -2.611 3.223 1.536
H -4.195 2.176 4.095
H -3.192 0.852 3.467
H -4.702 1.177 2.653
C -1.150 0.578 -5.598
C -1.359 -0.134 -4.333
N -1.561 -0.675 -3.344
H -1.256 -0.113 -6.434
H -0.152 1.004 -5.658
H -1.947 1.317 -5.678
C -0.200 -0.084 4.815
S 0.273 1.521 4.071
O 1.295 1.169 3.022
C 1.153 2.073 5.566
H -1.075 0.035 5.459
H 0.647 -0.502 5.352
H -0.544 -0.750 4.026
H 1.520 3.093 5.451
H 2.043 1.494 5.816
H 0.386 2.014 6.336
C 4.870 3.077 3.079
S 3.747 3.261 1.656
O 3.052 1.942 1.435
C 2.657 4.515 2.457
H 5.268 4.064 3.315
H 5.686 2.424 2.783
H 4.337 2.697 3.949
H 1.812 4.714 1.802
H 3.261 5.396 2.664
H 2.281 4.127 3.403
C 5.506 -2.152 0.517
S 4.059 -1.544 -0.369
O 3.545 -0.380 0.457
C 4.971 -0.792 -1.729
H 6.019 -2.901 -0.082
H 5.158 -2.552 1.467
H 6.149 -1.289 0.691
H 4.324 -0.147 -2.325
H 5.454 -1.602 -2.270
H 5.725 -0.084 -1.368
C -1.545 -6.300 -1.953
S -1.389 -4.680 -2.784
O -2.210 -4.770 -4.032
C -2.365 -3.812 -1.508
H -2.566 -6.653 -2.124
H -1.388 -6.357 -0.879
H -0.898 -6.935 -2.558
H -3.191 -4.475 -1.260
H -2.674 -2.849 -1.907
H -1.765 -3.684 -0.607
C -3.056 -2.416 4.521
C -4.392 -2.390 5.201
O -5.211 -1.528 4.974
C -4.726 -3.557 6.084
H -3.053 -1.649 3.743
H -3.032 -3.305 3.882
H -2.170 -2.313 5.141
H -5.479 -3.275 6.823
H -3.895 -3.981 6.644
H -5.248 -4.304 5.480
C 0.386 -2.789 -5.573
C 1.538 -3.132 -4.661
O 2.456 -3.827 -5.027
C 1.468 -2.516 -3.296
H 0.536 -3.404 -6.461
H 0.430 -1.736 -5.848
H -0.580 -3.029 -5.127
H 1.591 -1.432 -3.335
H 2.239 -2.985 -2.679
H 0.510 -2.733 -2.822
C 2.500 2.458 -5.472
C 3.076 1.714 -4.300
O 2.677 0.631 -3.933
C 4.180 2.413 -3.558
H 2.042 3.383 -5.121
H 1.866 1.835 -6.098
H 3.328 2.767 -6.121
H 3.995 2.371 -2.485
H 4.265 3.472 -3.808
H 5.150 2.010 -3.861
C -4.789 0.841 -0.739
C -5.921 -0.040 -1.278
O -5.655 -1.145 -1.691
C -7.349 0.386 -1.054
H -4.860 1.780 -1.297
H -3.804 0.392 -0.793
H -5.020 1.113 0.294
H -7.631 1.216 -1.704
H -7.452 0.746 -0.027
H -8.033 -0.446 -1.188

The value obtained for the HOMO energy is -10.3 eV. The orbital gap is 7.47 eV. The spin multiplicity is 1. The relative energy (zero: lowest compared OMol25 entry of this formula, charge and spin) comes out at 0.00 kcal/mol. Its net charge is +1.

---

# 3
Below is a 9-piece molecular cluster, H18O9 overall, with properties calculated with ωB97M-V with the def2-TZVPD basis set.

Element x y z (Å)
O 8.455 2.895 7.850
H 7.575 2.660 7.490
H 8.586 3.754 7.444
O 3.460 4.556 10.393
H 4.178 4.181 9.868
H 2.881 3.766 10.488
O 3.967 4.665 3.893
H 3.740 4.374 4.790
H 3.090 4.840 3.509
O 6.837 2.985 10.225
H 6.302 3.011 11.054
H 7.587 3.590 10.488
O 5.269 3.381 12.548
H 4.635 4.006 12.210
H 4.772 2.703 13.035
O 3.561 4.611 6.731
H 3.865 5.480 7.062
H 4.177 4.057 7.278
O 5.691 3.840 8.029
H 6.146 4.402 7.391
H 6.336 3.623 8.784
O 9.430 4.448 10.913
H 9.758 4.044 10.112
H 10.189 4.680 11.418
O 6.702 4.600 5.060
H 7.329 4.734 4.351
H 5.900 4.640 4.483

The value obtained for the HOMO energy is -11.0 eV. The orbital gap is 11.55 eV. The spin multiplicity is 1. The relative energy (zero: lowest compared OMol25 entry of this formula, charge and spin) comes out at 38.86 kcal/mol.

---

# 4
Below is an isolated ion of composition C3H5N2O2 and charge +1, with properties calculated with ωB97M-V with the def2-TZVPD basis set.

Element x y z (Å)
C -1.187 -0.752 -0.014
N -0.580 -0.802 -1.135
O 0.486 -0.076 -1.592
C 1.168 0.626 -0.476
O 1.661 -0.079 0.540
C 0.498 0.700 0.820
N -0.699 -0.052 0.987
H -2.142 -1.275 0.046
H -0.782 -1.496 -1.860
H 1.780 1.465 -0.872
H 0.782 1.634 1.571
H -0.986 0.105 1.984

The value obtained for the HOMO energy is -14.9 eV. The orbital gap is 10.77 eV. The spin multiplicity is 1. The relative energy (zero: lowest compared OMol25 entry of this formula, charge and spin) comes out at 70.48 kcal/mol. Its net charge is +1.